One molecule with the formula C2H5NO at a distorted geometry. Source: the OMol25 dataset; level of theory: ωB97M-V with the def2-TZVPD basis set.

Output
gap between HOMO and LUMO	10.8	eV
energy above the lowest of the compared OMol25 structures with the same formula, charge and spin	80.4	kcal/mol
energy	-209.09418	Eh
SMILES string	C=NOC

Cartesian coordinates (Å):
C 0.92444 1.02282 1.15316
N 0.20309 0.81300 0.09899
O -0.22113 -0.56008 0.03394
C -0.81866 -0.99072 -1.12495
H 1.25100 0.10802 1.82222
H 1.23462 2.02963 1.31392
H -0.40851 -2.07758 -1.26415
H -0.46540 -0.38652 -2.04613
H -1.89897 -1.07653 -0.95956

Calculated atomic charges, method natural (NBO), unit e: number 1, C, carries -0.149; number 2, N, carries -0.113; number 3, O, carries -0.432; number 4, C, carries -0.254; number 5, H, carries 0.188; number 6, H, carries 0.201; number 7, H, carries 0.184; number 8, H, carries 0.195; number 9, H, carries 0.180



One molecule with the formula C2H5NO. Source: the OMol25 dataset; level of theory: ωB97M-V with the def2-TZVPD basis set.

Output
gap between HOMO and LUMO	10.7	eV
energy above the lowest of the compared OMol25 structures with the same formula, charge and spin	0.0	kcal/mol
energy	-209.22227	Eh
SMILES string	CC(N)=O

Cartesian coordinates (Å):
C -1.09418 0.05583 -0.05346
C 0.34716 0.50652 -0.18604
N 1.26590 -0.39387 0.27476
O 0.67026 1.58169 -0.65417
H -1.27154 -0.43935 0.90572
H -1.33891 -0.65251 -0.85478
H -1.74546 0.92528 -0.14444
H 2.24230 -0.19133 0.12724
H 1.00033 -1.32530 0.54590

Calculated atomic charges, method natural (NBO), unit e: number 1, C, carries -0.720; number 2, C, carries 0.672; number 3, N, carries -0.832; number 4, O, carries -0.608; number 5, H, carries 0.219; number 6, H, carries 0.232; number 7, H, carries 0.243; number 8, H, carries 0.403; number 9, H, carries 0.390



One molecule with the formula C2H5NO2 at a distorted geometry. Source: the OMol25 dataset; level of theory: ωB97M-V with the def2-TZVPD basis set.

Output
gap between HOMO and LUMO	10.6	eV
energy above the lowest of the compared OMol25 structures with the same formula, charge and spin	23.3	kcal/mol
energy	-284.43024	Eh
SMILES string	NCC(=O)O

Cartesian coordinates (Å):
N -0.51305 -0.76849 1.56335
C 0.52500 0.10761 0.95797
C 0.18641 0.42035 -0.49148
O -0.44565 1.33316 -0.96518
O 0.27553 -0.74956 -1.30379
H -1.21699 -0.33754 2.13509
H -0.94984 -1.31306 0.78581
H 0.59809 1.08847 1.38079
H 1.45917 -0.45148 1.03025
H 0.79344 -1.44353 -0.92252

Calculated atomic charges, method natural (NBO), unit e: number 1, N, carries -0.832; number 2, C, carries -0.337; number 3, C, carries 0.769; number 4, O, carries -0.530; number 5, O, carries -0.717; number 6, H, carries 0.379; number 7, H, carries 0.370; number 8, H, carries 0.226; number 9, H, carries 0.198; number 10, H, carries 0.475



One molecule with the formula C2H5NO2 at a distorted geometry. Source: the OMol25 dataset; level of theory: ωB97M-V with the def2-TZVPD basis set.

Output
gap between HOMO and LUMO	10.0	eV
energy above the lowest of the compared OMol25 structures with the same formula, charge and spin	83.0	kcal/mol
energy	-284.33509	Eh
SMILES string	CN(O)C=O

Cartesian coordinates (Å):
C -1.26144 -0.37296 0.00907
N 0.10805 0.22097 0.03985
O -0.11499 1.53583 0.11518
C 1.24826 -0.38390 0.07405
O 2.29446 0.22826 0.02090
H -1.89517 0.00420 -0.85441
H -1.62985 -0.24042 1.06221
H -0.71189 -1.44873 -0.16910
H 0.73063 1.90168 -0.40128
H 1.23194 -1.44494 0.10354

Calculated atomic charges, method natural (NBO), unit e: number 1, C, carries -0.420; number 2, N, carries -0.128; number 3, O, carries -0.533; number 4, C, carries 0.458; number 5, O, carries -0.648; number 6, H, carries 0.230; number 7, H, carries 0.218; number 8, H, carries 0.201; number 9, H, carries 0.491; number 10, H, carries 0.132



One molecule with the formula C2H5NO2. Source: the OMol25 dataset; level of theory: ωB97M-V with the def2-TZVPD basis set.

Output
gap between HOMO and LUMO	10.5	eV
energy above the lowest of the compared OMol25 structures with the same formula, charge and spin	9.5	kcal/mol
energy	-284.45217	Eh
SMILES string	NCC(=O)O

Cartesian coordinates (Å):
N 0.74984 -0.94684 0.99192
C -0.45790 -0.16797 0.65415
C -0.39946 0.38732 -0.74178
O -0.74981 -0.16429 -1.74649
O 0.16981 1.61195 -0.73419
H 1.53585 -0.57858 0.46541
H 0.61225 -1.87842 0.62572
H -0.53456 0.65082 1.35605
H -1.32973 -0.80756 0.76399
H 0.40371 1.89358 -1.63478

Calculated atomic charges, method natural (NBO), unit e: number 1, N, carries -0.794; number 2, C, carries -0.331; number 3, C, carries 0.768; number 4, O, carries -0.582; number 5, O, carries -0.694; number 6, H, carries 0.354; number 7, H, carries 0.357; number 8, H, carries 0.208; number 9, H, carries 0.216; number 10, H, carries 0.496



C2H5NO2 as an isolated structure at a distorted geometry. Source: the OMol25 dataset; level of theory: ωB97M-V with the def2-TZVPD basis set.

Output
gap between HOMO and LUMO	9.5	eV
energy above the lowest of the compared OMol25 structures with the same formula, charge and spin	76.1	kcal/mol
energy	-284.34606	Eh

Cartesian coordinates (Å):
C -0.64622 0.00155 -0.03428
C 0.62241 -0.90451 -0.03439
H -1.11013 1.76480 0.00954
H 0.52977 1.65430 -0.55226
H 0.52438 -1.64967 0.71035
H 0.68647 -1.40095 -0.95045
H 2.43266 -0.08730 0.87982
N -0.19476 1.20189 0.09478
O -1.82184 -0.48840 0.03136
O 1.62722 0.07882 -0.07492

Calculated atomic charges, method natural (NBO), unit e: number 1, C, carries 0.638; number 2, C, carries -0.182; number 3, H, carries 0.381; number 4, H, carries 0.441; number 5, H, carries 0.206; number 6, H, carries 0.188; number 7, H, carries 0.476; number 8, N, carries -0.794; number 9, O, carries -0.633; number 10, O, carries -0.722



A 2-piece molecular cluster, C2H5NO2 overall at a distorted geometry. Source: the OMol25 dataset; level of theory: ωB97M-V with the def2-TZVPD basis set.

Output
gap between HOMO and LUMO	11.0	eV
energy above the lowest of the compared OMol25 structures with the same formula, charge and spin	31.7	kcal/mol
energy	-284.41681	Eh
SMILES string	NC=O.C=O

Cartesian coordinates (Å):
N -1.07812 1.11414 0.48766
C -1.36680 0.51971 -0.69690
O -0.58326 -0.22218 -1.26214
H -1.51337 1.99223 0.69188
H -0.36080 0.70958 1.08212
H -2.32028 0.66510 -1.22194
C 1.71097 -0.94168 0.14383
O 1.31603 -0.56710 1.21702
H 1.34359 -1.90589 -0.25054
H 2.46188 -0.35548 -0.41370

Calculated atomic charges, method natural (NBO), unit e: number 1, N, carries -0.841; number 2, C, carries 0.518; number 3, O, carries -0.624; number 4, H, carries 0.394; number 5, H, carries 0.433; number 6, H, carries 0.125; number 7, C, carries 0.317; number 8, O, carries -0.565; number 9, H, carries 0.126; number 10, H, carries 0.116



A 2-piece molecular cluster, C2H5NO2S overall at a distorted geometry. Source: the OMol25 dataset; level of theory: ωB97M-V with the def2-TZVPD basis set.

Output
gap between HOMO and LUMO (spin up / spin down)	7.8 / 8.0	eV
energy above the lowest of the compared OMol25 structures with the same formula, charge and spin	149.4	kcal/mol
energy	-682.40155	Eh

Cartesian coordinates (Å):
C 0.55121 -1.58713 -0.70137
C 0.86354 1.13163 -0.01370
N -0.00929 0.01777 0.33158
O -2.21861 -1.10068 0.75652
O -2.06613 1.39796 0.84484
S -1.65494 0.15573 0.17773
H -0.17266 -2.31529 -0.55529
H 1.63998 -1.77335 -0.47782
H 1.80155 0.68528 -0.14434
H 0.75076 1.87186 0.71077
H 0.51460 1.51623 -0.92894

Calculated atomic charges, method natural (NBO), unit e: number 1, C, carries -0.022; number 2, C, carries -0.426; number 3, N, carries -0.653; number 4, O, carries -0.869; number 5, O, carries -0.869; number 6, S, carries 1.881; number 7, H, carries 0.162; number 8, H, carries 0.169; number 9, H, carries 0.210; number 10, H, carries 0.225; number 11, H, carries 0.194



One molecule with the formula C2H5NO2S at a distorted geometry. Source: the OMol25 dataset; level of theory: ωB97M-V with the def2-TZVPD basis set.

Output
gap between HOMO and LUMO	9.5	eV
energy above the lowest of the compared OMol25 structures with the same formula, charge and spin	86.2	kcal/mol
energy	-682.50223	Eh
SMILES string	O=C(S)CNO

Cartesian coordinates (Å):
O -1.71642 1.54012 0.09347
C -1.46653 0.40994 0.00473
S -2.64203 -0.79076 -0.33080
C 0.09694 -0.36215 0.15603
N 1.56016 0.18806 0.29541
O 1.92804 0.97535 -0.80080
H -2.00312 -1.88143 0.09865
H -0.20976 -0.89733 1.19613
H -0.03975 -0.96964 -0.73341
H 1.63921 0.85696 1.11129
H 2.85327 0.93088 -1.09069

Calculated atomic charges, method natural (NBO), unit e: number 1, O, carries -0.514; number 2, C, carries 0.390; number 3, S, carries 0.013; number 4, C, carries -0.340; number 5, N, carries -0.316; number 6, O, carries -0.610; number 7, H, carries 0.134; number 8, H, carries 0.214; number 9, H, carries 0.208; number 10, H, carries 0.342; number 11, H, carries 0.479



One molecule with the formula C2H5NO2S at a distorted geometry. Source: the OMol25 dataset; level of theory: ωB97M-V with the def2-TZVPD basis set.

Output
gap between HOMO and LUMO	10.1	eV
energy above the lowest of the compared OMol25 structures with the same formula, charge and spin	78.8	kcal/mol
energy	-682.51396	Eh

Cartesian coordinates (Å):
C -1.12203 -0.46607 -0.09712
C 0.28528 -1.04554 -0.52746
N -0.91221 0.35228 1.04213
O 1.24540 -0.50603 0.34089
O 1.08621 2.12430 0.28853
S 0.55911 0.61500 1.33770
H -1.35330 0.17604 -0.89332
H -1.61070 -1.34250 0.08980
H 0.55824 -2.14026 -0.35836
H 0.57031 -0.79898 -1.62347
H 0.69367 3.03176 0.40066

Calculated atomic charges, method natural (NBO), unit e: number 1, C, carries -0.271; number 2, C, carries -0.099; number 3, N, carries -0.825; number 4, O, carries -0.664; number 5, O, carries -1.014; number 6, S, carries 1.578; number 7, H, carries 0.211; number 8, H, carries 0.212; number 9, H, carries 0.195; number 10, H, carries 0.192; number 11, H, carries 0.486



energy of number 8 (C2H5NO2S)? -682.40155 Eh



The lowest energy belongs to which entry? number 10